{"formula": "C45H71NO17", "method": "ωB97M-V with the def2-TZVPD basis set", "fmax_ha_per_bohr": 0.0181, "homo_ev": -8.3, "energy_ev": -84116.076, "homo_lumo_gap_ev": 8.659, "elements": ["O", "O", "O", "O", "O", "O", "O", "O", "O", "O", "O", "O", "O", "O", "O", "O", "O", "N", "C", "C", "C", "C", "C", "C", "C", "C", "C", "C", "C", "C", "C", "C", "C", "C", "C", "C", "C", "C", "C", "C", "C", "C", "C", "C", "C", "C", "C", "C", "C", "C", "C", "C", "C", "C", "C", "C", "C", "C", "C", "C", "C", "C", "C", "H", "H", "H", "H", "H", "H", "H", "H", "H", "H", "H", "H", "H", "H", "H", "H", "H", "H", "H", "H", "H", "H", "H", "H", "H", "H", "H", "H", "H", "H", "H", "H", "H", "H", "H", "H", "H", "H", "H", "H", "H", "H", "H", "H", "H", "H", "H", "H", "H", "H", "H", "H", "H", "H", "H", "H", "H", "H", "H", "H", "H", "H", "H", "H", "H", "H", "H", "H", "H", "H", "H"], "positions_angstrom": [[-3.54525, 1.06180, 0.27574], [3.03858, -2.83597, 1.53130], [6.31431, 1.11193, -2.08759], [2.88643, -1.47944, -3.56718], [5.62553, -1.89191, 0.34977], [2.90870, 3.29622, 1.20989], [0.37494, -1.38168, 1.38443], [1.67097, 0.13413, -0.56850], [-0.14734, 1.48200, -0.79956], [-5.85299, 0.94530, -1.31663], [-7.34268, -1.28420, -0.80972], [3.42517, 5.25007, 2.19624], [4.33862, -4.57809, 0.93945], [4.78600, -1.95864, -1.72552], [-5.59985, 3.18750, -1.34884], [-4.63252, -0.56904, 1.53037], [-9.17972, -1.59320, 0.45017], [-1.89913, 0.06551, 2.70357], [2.49090, -1.35291, -2.22617], [5.65476, 1.27282, -3.07921], [3.59542, -3.67557, 0.66608], [2.90914, 2.49339, -1.52988], [-4.42707, 0.80425, 1.34175], [-0.03189, -0.08771, 1.02390], [2.13529, -3.28399, 3.70828], [-1.08370, 0.91649, 3.54464], [2.65485, 4.35233, 1.97794], [5.79569, -1.92567, -0.83969], [2.21193, 0.13450, -1.88916], [-6.67656, -0.61343, 0.25198], [-1.54729, 0.03604, 1.29085], [3.96898, 3.44562, -0.96470], [-5.27544, -1.21922, 0.44675], [3.08059, -3.37782, -0.73569], [4.59487, 0.86898, 1.57789], [3.15138, -0.42442, 3.11560], [2.93002, -2.80234, -4.05587], [0.29246, 0.19556, -0.44895], [3.54973, 4.89496, -1.21098], [-9.11922, -2.44754, -1.80424], [-8.58639, -1.72920, -0.58621], [1.26114, 4.25080, 2.55239], [-5.44744, 2.09852, -1.83876], [3.39690, 0.64383, 2.35127], [3.39319, -2.93084, 2.92207], [3.46811, -1.95840, -1.18524], [4.04612, -1.60276, 3.33641], [-1.55147, 1.59329, -0.78644], [-2.06912, -1.24949, 3.29022], [4.17508, 3.20887, 0.55314], [7.13037, -1.91830, -1.53401], [-2.17470, 1.26208, 0.58557], [-6.54943, 0.89347, -0.05868], [8.20182, -2.59490, -0.68766], [4.18025, 1.09845, -3.20934], [-4.76617, 1.84822, -3.16141], [-5.34512, -2.70250, 0.78042], [3.42101, 1.08850, -1.87935], [-5.75055, 1.53692, 1.08145], [-8.51366, -3.84970, -1.88429], [4.90359, 1.92644, 0.82237], [-7.92109, 1.55244, -0.20488], [-1.89817, 3.01320, -1.21307], [-8.92299, -4.38345, -2.73826], [1.46800, 0.51338, -2.60023], [3.76867, -3.35846, -3.63030], [-5.54210, 2.57815, 0.83990], [-5.39875, 1.22431, -3.78664], [0.61731, 3.70879, 1.86491], [1.31308, 3.70793, 3.49491], [-5.90633, -2.84446, 1.70032], [1.99366, -3.46309, -0.69966], [2.10881, 2.40034, -0.79633], [-2.01715, -0.85727, 0.86607], [0.87067, 5.24543, 2.74586], [5.32541, 0.07278, 1.59764], [1.52392, -1.87275, -2.09409], [4.96842, -1.50135, 2.76793], [2.64730, 1.41796, 2.29479], [2.33467, -3.22164, 4.77430], [-2.85375, -1.77110, 2.74795], [-8.51763, 1.37770, 0.68586], [2.21423, -0.46632, 3.65631], [-6.35360, 1.48972, 1.98804], [3.50871, 5.10086, -2.27831], [6.14601, 1.53977, -4.03762], [9.17187, -2.51347, -1.17053], [-7.26084, -0.73958, 1.17253], [-7.79951, 2.62213, -0.35395], [1.82151, -4.29749, 3.46932], [-8.44206, 1.13402, -1.06377], [4.25493, 5.58579, -0.75444], [2.56470, 5.08335, -0.78889], [-5.83112, -3.24276, -0.02637], [-1.97519, 0.86463, -1.49956], [-1.62850, 1.09328, 4.47322], [1.32537, -2.60836, 3.44818], [-8.74117, -4.41259, -0.98208], [-10.20382, -2.51126, -1.71795], [-2.39117, -1.12486, 4.32304], [3.44742, -1.30758, -0.30127], [7.02504, -2.39136, -2.51066], [-2.96912, 3.16991, -1.13952], [-7.43415, -3.78777, -1.99765], [-8.85199, -1.87981, -2.69557], [0.52096, 0.66941, 1.59494], [5.85343, 1.91181, 0.30234], [-4.34172, -3.09407, 0.92100], [8.25276, -2.12282, 0.28953], [-1.38397, 3.71754, -0.56493], [-0.11110, 0.47157, 3.79955], [-3.98422, 1.14305, 2.28635], [1.33516, -1.45404, 1.27292], [-2.08172, 2.13373, 1.24935], [7.96669, -3.64694, -0.54472], [-4.56135, 2.79433, -3.65241], [-1.14920, -1.84599, 3.27112], [3.06297, -2.71852, -5.13320], [-0.20777, -0.55536, -1.09846], [4.80071, 4.03009, 0.93979], [4.05709, 0.13203, -3.70821], [4.29902, -1.67456, 4.39802], [3.78446, 1.85463, -3.88998], [1.99434, -3.33132, -3.84316], [3.48454, -4.12427, -1.42049], [-3.83462, 1.31984, -2.97796], [4.93180, 3.27345, -1.45334], [-4.70413, -1.05775, -0.47817], [2.47331, 2.93754, -2.42858], [-1.57160, 3.18431, -2.23468], [-0.91471, 1.87697, 3.06149], [7.38574, -0.86640, -1.69112], [4.10099, 0.75595, -1.09192], [4.13454, -3.73320, 3.02308]], "atomic_forces_ev_per_a": [[0.0, 0.0, 0.0], [-0.4, 0.4, 0.3], [0.1, 0.0, 0.3], [-0.1, 0.1, 0.0], [0.0, 0.0, 0.1], [0.0, -0.5, -0.3], [0.0, -0.3, 0.0], [0.0, 0.1, 0.0], [0.3, 0.1, 0.2], [-0.1, -0.4, 0.0], [0.4, 0.1, -0.3], [0.0, 0.0, 0.0], [0.0, -0.1, 0.1], [-0.1, 0.1, -0.4], [-0.1, 0.1, 0.1], [0.0, -0.2, 0.0], [0.0, 0.0, 0.1], [0.0, -0.1, 0.1], [-0.1, 0.1, 0.4], [0.0, 0.2, -0.7], [-0.1, -0.5, -0.8], [0.2, -0.2, 0.2], [-0.3, 0.7, 0.5], [-0.2, 0.3, -0.5], [0.3, 0.0, -0.4], [-0.1, -0.1, -0.1], [-0.3, 0.5, 0.4], [0.4, 0.1, -0.2], [0.3, -0.2, -0.4], [0.5, 0.5, 0.4], [0.4, 0.2, -0.3], [-0.4, 0.1, 0.2], [-0.4, -0.4, -0.4], [0.4, 0.2, 0.2], [0.5, 0.1, -0.2], [0.1, 0.0, 0.0], [0.0, 0.0, -0.1], [-0.3, -0.3, 0.3], [0.2, -0.2, 0.1], [0.1, 0.0, 0.1], [-0.6, -0.2, -0.2], [0.2, 0.1, -0.1], [0.2, 0.2, -0.5], [-0.5, 0.0, 0.3], [0.3, -0.1, 0.7], [-0.6, -0.1, 0.3], [-0.1, -0.2, -0.4], [-0.5, 0.2, 0.0], [0.0, -0.1, 0.0], [0.7, 0.3, -0.3], [0.1, 0.0, 0.2], [0.4, -0.2, -0.1], [-0.6, 0.0, 0.5], [-0.2, 0.1, -0.1], [-0.2, -0.2, 0.5], [-0.1, 0.2, 0.2], [0.1, 0.5, -0.1], [-0.4, -0.1, -0.1], [0.5, -0.4, -0.4], [0.0, 0.1, 0.0], [-0.2, 0.1, 0.4], [0.3, -0.1, -0.1], [0.1, -0.5, 0.0], [0.0, -0.1, 0.0], [0.0, 0.0, 0.0], [0.0, 0.0, 0.0], [-0.1, -0.1, 0.1], [0.0, -0.1, -0.1], [-0.1, -0.1, 0.0], [0.0, -0.1, 0.1], [-0.1, -0.1, 0.1], [0.0, 0.0, 0.0], [0.0, 0.1, -0.1], [0.0, 0.0, -0.1], [0.0, 0.0, 0.0], [0.1, 0.0, 0.0], [0.2, 0.1, 0.0], [0.1, 0.0, 0.1], [-0.1, -0.1, 0.1], [0.0, 0.0, 0.1], [0.0, -0.1, 0.0], [-0.1, 0.0, 0.1], [-0.2, 0.1, 0.0], [0.0, 0.0, 0.0], [-0.1, 0.0, -0.1], [0.1, 0.0, 0.0], [0.1, 0.0, 0.0], [0.2, 0.1, -0.1], [0.0, 0.0, 0.0], [0.0, -0.1, 0.0], [-0.1, 0.0, 0.0], [0.0, 0.1, 0.0], [-0.1, 0.1, 0.0], [0.0, -0.1, -0.1], [0.0, 0.1, 0.1], [0.1, 0.1, 0.1], [-0.1, 0.1, 0.1], [0.0, -0.1, 0.1], [0.1, 0.1, 0.0], [-0.1, -0.1, 0.1], [0.0, -0.2, -0.2], [0.0, 0.1, 0.0], [-0.1, 0.1, 0.0], [0.1, -0.1, 0.0], [-0.1, 0.0, 0.0], [0.0, 0.0, 0.0], [0.1, -0.1, 0.0], [0.1, -0.1, 0.0], [0.1, 0.0, 0.1], [0.1, 0.1, 0.1], [0.1, 0.0, 0.0], [-0.1, 0.0, -0.3], [0.0, 0.0, 0.1], [0.1, 0.0, -0.1], [0.0, -0.1, 0.1], [0.0, 0.0, 0.0], [0.0, 0.0, 0.1], [0.0, -0.1, 0.0], [0.1, 0.1, 0.1], [-0.1, -0.2, -0.1], [0.1, 0.1, -0.2], [0.0, -0.1, 0.0], [0.0, 0.0, -0.1], [0.0, 0.0, 0.0], [-0.1, 0.0, 0.1], [0.1, -0.1, 0.0], [0.0, 0.0, 0.1], [0.0, -0.1, 0.1], [-0.1, 0.0, -0.1], [0.0, 0.1, -0.1], [0.1, 0.1, 0.0], [-0.1, -0.1, -0.1], [-0.1, -0.1, -0.1], [-0.2, 0.2, -0.1]], "lowdin_charge": [-0.03, 0.00, 0.05, -0.15, 0.12, 0.00, 0.01, -0.03, -0.02, 0.05, 0.05, 0.11, 0.13, 0.05, 0.10, -0.03, 0.12, -0.22, -0.21, -0.24, -0.49, -0.10, -0.32, -0.24, -0.01, -0.08, -0.53, -0.45, -0.19, -0.18, -0.18, -0.28, -0.30, 0.01, -0.07, -0.08, -0.06, -0.31, -0.04, -0.14, -0.50, 0.04, -0.54, -0.08, -0.32, -0.21, -0.12, -0.31, -0.07, -0.24, -0.13, -0.19, -0.39, -0.08, -0.09, 0.04, 0.01, -0.21, 0.00, -0.08, -0.02, 0.02, 0.00, 0.07, 0.17, 0.09, 0.13, 0.09, 0.07, 0.09, 0.10, 0.14, 0.11, 0.17, 0.09, 0.09, 0.15, 0.10, 0.09, 0.09, 0.07, 0.10, 0.10, 0.14, 0.08, 0.13, 0.07, 0.17, 0.09, 0.09, 0.10, 0.09, 0.09, 0.07, 0.15, 0.09, 0.06, 0.08, 0.12, 0.09, 0.14, 0.12, 0.07, 0.07, 0.12, 0.14, 0.11, 0.08, 0.08, 0.09, 0.08, 0.16, 0.07, 0.16, 0.08, 0.09, 0.08, 0.10, 0.18, 0.15, 0.12, 0.13, 0.13, 0.10, 0.13, 0.08, 0.14, 0.16, 0.13, 0.09, 0.07, 0.10, 0.12, 0.15]}